i) The following is a quantum chemistry calculation of 3 unconnected molecules or ions with the total composition C6H11NO2S, from the Open Molecules 2025 dataset.

Cartesian coordinates (Å):
C 3.619 -1.410 -1.305
C -1.556 -0.814 -0.569
C -0.409 -1.384 0.198
C -1.248 0.569 -1.167
C -0.286 -0.439 1.384
C -0.631 1.519 -0.081
N 0.311 0.737 0.740
O 4.436 -0.706 -0.943
O 2.931 -2.237 -1.737
S 1.218 2.091 2.623
H -1.905 -1.453 -1.413
H -2.407 -0.643 0.044
H -0.791 -2.318 0.545
H 0.535 -1.413 -0.441
H -0.508 0.500 -1.927
H -2.125 1.158 -1.545
H -1.430 -0.157 1.707
H 0.208 -0.848 2.168
H -0.081 2.341 -0.606
H -1.468 1.879 0.557
H 1.588 3.025 1.768

Total charge = 0
HOMO-LUMO gap (alpha / beta) = 7.465 / 7.466 eV
Molar mass = 161.2 g mol⁻¹

---

ii) The following is a quantum chemistry calculation of C6H11NO2S in the gas phase, from the Open Molecules 2025 dataset.

Cartesian coordinates (Å):
O 0.981 -2.378 0.852
N 1.609 -1.322 0.862
O 2.378 -1.079 2.075
C 1.557 -0.389 -0.002
C 0.913 -0.556 -1.355
C -0.169 0.459 -1.749
C -1.485 0.701 -0.873
C -1.556 1.256 0.559
C -0.950 0.305 1.493
S -0.165 0.559 2.943
H 1.731 -1.566 2.601
H 2.007 0.471 0.348
H 0.362 -1.510 -1.555
H 1.691 -0.490 -2.013
H -0.568 0.238 -2.647
H 0.390 1.307 -1.868
H -2.197 1.414 -1.489
H -1.914 -0.217 -1.032
H -1.119 2.296 0.757
H -2.554 1.270 0.809
H -0.942 -0.769 1.285

Total charge = 0
SMILES = [O-]/[N+](O)=C\CCCCC=S
HOMO-LUMO gap (alpha / beta) = 8.481 / 8.481 eV
Molar mass = 161.2 g mol⁻¹

---

Pick i): it beats the second-best structure by 0.0994 hartree.

---

i) The following is a quantum chemistry calculation of C4H6O4 in the gas phase, from the Open Molecules 2025 dataset.

Cartesian coordinates (Å):
O -1.237 0.636 -1.587
C -0.416 1.527 -0.962
C 0.480 0.829 0.028
O 0.981 1.599 0.995
O 1.120 -0.398 -0.406
C 0.222 -0.849 0.546
C -0.448 -2.094 0.851
O 0.731 -1.540 1.672
H -0.738 -0.111 -1.916
H 0.380 1.946 -1.672
H -1.008 2.369 -0.659
H 1.488 1.003 1.499
H -1.377 -2.085 1.440
H -0.178 -2.833 0.170

Total charge = 0
SMILES = OC[C@]1(O)O[C@]12CO2
HOMO-LUMO gap = 9.435 eV
Molar mass = 118.1 g mol⁻¹

---

ii) The following is a quantum chemistry calculation of C4H6O4 in the gas phase, from the Open Molecules 2025 dataset.

Cartesian coordinates (Å):
C -1.500 1.003 -0.279
C -0.003 0.816 -0.051
O 0.725 0.691 -1.234
C 0.111 -0.374 1.181
O -0.476 -0.352 2.204
C 0.844 -1.363 0.340
O 0.318 -2.040 -0.525
O 2.138 -1.401 0.689
H -1.677 1.880 -0.902
H -1.909 0.118 -0.763
H -2.008 1.157 0.669
H 0.425 1.686 0.460
H 0.348 -0.026 -1.760
H 2.662 -1.796 -0.030

Total charge = 0
SMILES = C[C@H](O)C(=O)C(=O)O
HOMO-LUMO gap = 10.037 eV
Molar mass = 118.1 g mol⁻¹

---

Pick ii): it beats the second-best structure by 0.1303 hartree.

---

i) The following is a quantum chemistry calculation of C23H32N4O2 in the gas phase, from the Open Molecules 2025 dataset.

Cartesian coordinates (Å):
C -4.954 -2.710 -0.617
C -4.483 -1.319 -1.033
O -4.115 -0.516 0.071
C -2.937 -0.732 0.711
C -2.737 0.029 1.865
C -1.564 -0.086 2.581
C -0.572 -0.960 2.165
C -0.760 -1.731 1.024
C 0.322 -2.679 0.584
N 1.419 -1.976 -0.067
C 2.629 -2.788 -0.049
C 3.701 -2.244 -0.999
C 3.477 -0.751 -1.254
N 3.616 -0.033 -0.002
N 4.826 -0.085 0.552
C 4.763 0.593 1.680
C 3.480 1.105 1.875
C 2.764 0.683 0.771
N 1.415 0.932 0.489
C 0.996 1.987 -0.257
O 1.761 2.731 -0.833
C -0.519 2.147 -0.273
C -0.935 3.023 0.930
C -1.175 4.405 0.330
C -1.830 4.079 -1.007
C -0.988 2.912 -1.523
C 2.139 -0.581 -1.968
C 1.080 -1.548 -1.412
C -1.939 -1.612 0.300
H -5.275 -3.266 -1.493
H -5.789 -2.623 0.073
H -4.157 -3.260 -0.121
H -5.307 -0.773 -1.500
H -3.661 -1.384 -1.758
H -3.524 0.697 2.177
H -1.423 0.504 3.474
H 0.337 -1.068 2.738
H -0.100 -3.460 -0.074
H 0.732 -3.173 1.470
H 2.410 -3.837 -0.317
H 3.004 -2.776 0.979
H 3.660 -2.760 -1.959
H 4.689 -2.396 -0.566
H 4.283 -0.375 -1.897
H 5.629 0.692 2.303
H 3.117 1.703 2.686
H 0.736 0.311 0.913
H -0.981 1.160 -0.201
H -0.174 3.032 1.711
H -1.861 2.635 1.358
H -1.794 5.035 0.968
H -0.221 4.904 0.159
H -1.832 4.922 -1.694
H -2.862 3.760 -0.845
H -1.541 2.272 -2.209
H -0.106 3.296 -2.039
H 1.812 0.453 -1.905
H 2.298 -0.802 -3.025
H 0.980 -2.421 -2.084
H 0.109 -1.049 -1.376
H -2.067 -2.224 -0.580

Total charge = 0
SMILES = CCOc1cccc(CN2CCC(n3nccc3NC(=O)C3CCCC3)CC2)c1
HOMO-LUMO gap = 9.218 eV
Molar mass = 396.5 g mol⁻¹

---

ii) The following is a quantum chemistry calculation of C23H32N4O2 in the gas phase, from the Open Molecules 2025 dataset.

Cartesian coordinates (Å):
C 1.766 1.489 -2.261
C 2.827 1.915 -1.254
C 2.234 2.485 0.034
C 1.544 3.832 -0.179
N 1.091 4.393 1.075
C -0.193 4.710 1.323
O -1.072 4.622 0.484
C -0.477 5.150 2.752
C -1.441 4.147 3.407
C -0.865 2.744 3.245
O -0.098 2.263 4.053
N -1.270 2.150 2.093
C -0.830 0.956 1.509
C 0.010 0.049 2.182
C 0.427 -1.091 1.555
C 0.025 -1.390 0.236
N 0.465 -2.530 -0.320
C 0.106 -2.839 -1.551
N 0.647 -3.976 -2.081
C 1.392 -4.855 -1.202
C 0.476 -5.930 -0.616
C -0.196 -6.714 -1.741
C -0.915 -5.756 -2.688
C 0.069 -4.695 -3.191
C -0.743 -1.981 -2.309
C -1.213 -0.819 -1.771
C -2.103 0.088 -2.563
C -0.833 -0.480 -0.439
C -1.242 0.686 0.221
H 2.235 1.040 -3.133
H 1.177 2.340 -2.593
H 1.100 0.755 -1.815
H 3.434 1.045 -0.996
H 3.487 2.659 -1.708
H 1.521 1.772 0.453
H 3.037 2.619 0.764
H 0.658 3.728 -0.807
H 2.238 4.533 -0.660
H 1.763 4.421 1.826
H 0.445 5.205 3.331
H -0.942 6.137 2.729
H -1.534 4.371 4.470
H -2.421 4.219 2.934
H -1.845 2.712 1.477
H 0.322 0.273 3.188
H 1.074 -1.794 2.055
H 1.826 -4.246 -0.410
H 2.190 -5.321 -1.789
H 1.054 -6.600 0.022
H -0.282 -5.441 -0.001
H -0.904 -7.436 -1.328
H 0.562 -7.270 -2.299
H -1.338 -6.300 -3.535
H -1.731 -5.259 -2.158
H -0.422 -4.015 -3.884
H 0.889 -5.186 -3.729
H -1.017 -2.236 -3.320
H -1.650 1.074 -2.663
H -2.275 -0.316 -3.558
H -3.064 0.207 -2.065
H -1.880 1.395 -0.287

Total charge = 0
SMILES = CCCCNC(=O)CCC(=O)Nc1ccc2nc(N3CCCCC3)cc(C)c2c1
HOMO-LUMO gap = 7.855 eV
Molar mass = 396.5 g mol⁻¹

---

Pick ii): it beats the second-best structure by 0.0866 hartree.

---

i) The following is a quantum chemistry calculation of 2 unconnected molecules or ions with the total composition CH8NO, from the Open Molecules 2025 dataset.

Cartesian coordinates (Å):
N -1.204 0.909 -1.294
H -1.848 0.658 -2.052
H -0.276 0.500 -1.423
H -1.657 0.703 -0.405
H -1.163 1.933 -1.380
C 0.512 -0.839 1.350
O 0.903 -0.179 0.126
H -0.564 -0.951 1.316
H 1.047 -0.373 2.180
H 0.948 -1.852 1.377
H 1.806 -0.455 -0.103

Total charge = +1
HOMO-LUMO gap = 10.725 eV
Molar mass = 50.1 g mol⁻¹

---

ii) The following is a quantum chemistry calculation of 2 unconnected molecules or ions with the total composition CH8NO, from the Open Molecules 2025 dataset.

Cartesian coordinates (Å):
N 1.758 0.308 0.621
H 1.998 1.007 -0.072
H 1.444 0.833 1.493
H 1.041 -0.407 0.222
H 2.611 -0.181 0.828
C -1.661 0.037 -0.611
O -0.774 -0.933 0.081
H -2.734 -0.060 -0.193
H -1.470 1.009 -0.035
H -1.637 0.103 -1.823
H -0.577 -1.715 -0.512

Total charge = +1
HOMO-LUMO gap = 10.801 eV
Molar mass = 50.1 g mol⁻¹

---

Pick i): it beats the second-best structure by 0.0205 hartree.

---

i) The following is a quantum chemistry calculation of C4H8OSi in the gas phase, from the Open Molecules 2025 dataset.

Cartesian coordinates (Å):
C -2.492 0.231 -0.433
C -1.302 -0.215 -0.938
Si 0.381 0.639 -0.632
O -0.202 2.057 -0.007
C 1.108 -0.512 0.698
C 2.213 -1.218 0.682
H -3.551 -0.265 -0.596
H -2.510 1.025 0.259
H -1.204 -1.224 -1.267
H 1.704 0.945 -1.704
H 0.095 2.261 0.833
H 0.457 -0.637 1.531
H 2.427 -1.774 1.667
H 2.876 -1.313 -0.091

Total charge = 0
SMILES = C=C[SiH](O)C=C
HOMO-LUMO gap = 10.208 eV
Molar mass = 100.2 g mol⁻¹

---

ii) The following is a quantum chemistry calculation of C4H8OSi in the gas phase, from the Open Molecules 2025 dataset.

Cartesian coordinates (Å):
C -2.139 0.389 0.871
Si -1.445 -0.655 -0.413
C 0.215 -1.272 -0.262
C 1.236 -0.442 -0.133
C 1.210 1.027 -0.054
O 2.609 -0.808 -0.176
H -3.084 0.833 0.659
H -1.438 1.166 1.340
H -2.299 -1.587 -1.333
H 0.279 -2.302 -0.316
H 0.178 1.489 -0.341
H 1.172 1.327 0.999
H 2.048 1.560 -0.502
H 2.511 -1.828 -0.177

Total charge = 0
SMILES = C=[SiH]/C=C(\C)O
HOMO-LUMO gap = 8.278 eV
Molar mass = 100.2 g mol⁻¹

---

Pick i): it beats the second-best structure by 0.0546 hartree.

---

i) The following is a quantum chemistry calculation of a molecular structure, C49H43Cl4N8O5RbS, from the Open Molecules 2025 dataset.

Cartesian coordinates (Å):
Rb -0.354 0.171 -0.027
Cl 2.047 -4.267 -5.873
C 2.022 -2.989 -4.678
C 1.117 -3.058 -3.640
C 1.026 -2.068 -2.649
N -0.015 -2.080 -1.723
C -0.474 -3.227 -1.249
O -0.031 -4.394 -1.321
C -1.818 -3.079 -0.538
C -2.876 -3.883 -0.968
C -4.119 -3.710 -0.393
C -4.275 -2.755 0.605
C -3.165 -2.025 0.990
N -1.957 -2.191 0.445
C 1.947 -0.993 -2.711
C 2.845 -0.944 -3.777
C 2.894 -1.915 -4.758
Cl 4.068 -1.773 -6.045
N 2.130 -0.027 -1.691
C 1.983 1.229 -2.006
O 1.442 1.806 -2.964
C 2.792 2.262 -1.172
C 3.847 2.824 -1.912
C 4.585 3.870 -1.432
C 4.269 4.412 -0.181
C 3.265 3.832 0.531
N 2.569 2.783 0.039
H 0.447 -3.902 -3.579
H -2.693 -4.612 -1.745
H -4.966 -4.300 -0.724
H -5.237 -2.571 1.063
H -3.236 -1.260 1.759
H 3.544 -0.119 -3.824
H 4.034 2.400 -2.888
H 5.401 4.275 -2.017
H 4.805 5.253 0.234
H 2.983 4.103 1.538
C 5.290 -0.861 2.663
C 4.993 0.055 3.674
C 3.996 0.993 3.518
C 3.222 1.068 2.330
C 3.518 0.118 1.322
C 4.533 -0.811 1.498
N 2.302 2.072 2.276
N 1.655 2.154 1.032
C 0.448 2.915 1.137
C -0.408 2.620 2.204
C -1.646 3.221 2.206
C -1.975 4.118 1.191
C -1.045 4.349 0.203
N 0.155 3.756 0.163
H 6.081 -1.592 2.785
H 5.557 0.033 4.603
H 3.774 1.704 4.307
H 2.924 0.064 0.418
H 4.721 -1.524 0.701
H -0.099 1.895 2.942
H -2.378 2.967 2.962
H -2.953 4.579 1.153
H -1.258 5.023 -0.620
C -1.209 -5.652 2.451
C -0.096 -4.618 2.315
C -0.452 -3.326 3.039
S 0.628 -1.974 2.504
O -0.051 -0.682 2.859
C 1.985 -2.202 3.709
C 1.799 -1.363 4.966
C 0.654 -1.790 5.878
H -0.946 -6.577 1.937
H -2.130 -5.270 2.003
H -1.413 -5.886 3.501
H 0.072 -4.416 1.253
H 0.842 -5.022 2.709
H -0.422 -3.431 4.124
H -1.440 -2.981 2.740
H 2.886 -1.885 3.185
H 2.058 -3.274 3.915
H 1.648 -0.328 4.657
H 2.745 -1.389 5.513
H -0.309 -1.617 5.396
H 0.670 -1.212 6.804
H 0.726 -2.850 6.145
Cl -9.152 4.364 0.647
C -9.099 3.045 1.775
C -10.113 2.941 2.714
C -10.100 1.889 3.614
C -9.086 0.947 3.566
C -8.086 1.068 2.613
Cl -6.848 -0.136 2.544
C -8.050 2.125 1.697
N -7.025 2.270 0.753
C -7.097 1.532 -0.437
C -8.247 0.844 -0.818
C -8.279 0.115 -2.001
C -7.161 0.064 -2.816
C -6.021 0.769 -2.441
C -5.966 1.516 -1.274
C -4.727 2.302 -0.928
C -3.946 1.709 0.268
O -4.493 1.838 1.404
O -2.861 1.156 0.023
H -10.898 3.684 2.731
H -10.886 1.800 4.354
H -9.065 0.114 4.255
H -6.053 2.234 1.154
H -9.120 0.865 -0.177
H -9.181 -0.420 -2.273
H -7.168 -0.516 -3.730
H -5.139 0.740 -3.071
H -5.011 3.326 -0.661
H -4.062 2.329 -1.789

Total charge = -2
HOMO-LUMO gap = 5.821 eV
Molar mass = 1083.3 g mol⁻¹

---

ii) The following is a quantum chemistry calculation of a molecular structure, C49H43Cl4N8O5RbS, from the Open Molecules 2025 dataset.

Cartesian coordinates (Å):
Rb 0.198 -0.073 0.113
Cl -2.521 7.134 -1.192
C -1.974 5.762 -0.265
C -1.437 4.700 -0.912
C -0.964 3.547 -0.197
N -0.447 2.469 -0.761
C -0.667 2.169 -2.077
O -1.521 2.638 -2.813
C -0.713 0.002 -3.279
C -0.984 0.369 -4.707
C -0.889 -0.555 -5.690
C -0.483 -1.882 -5.402
C -0.058 -2.140 -4.103
N -0.045 -1.281 -3.100
C -1.005 3.584 1.273
C -1.629 4.714 1.892
C -2.100 5.754 1.157
Cl -2.851 7.092 1.980
N -0.476 2.551 1.919
C -0.254 2.545 3.258
O -0.427 3.440 4.088
C 0.327 1.232 3.758
C 0.152 0.861 5.084
C 0.711 -0.330 5.519
C 1.440 -1.101 4.625
C 1.567 -0.643 3.322
N 1.022 0.496 2.892
H -1.381 4.703 -1.989
H -1.251 1.398 -4.902
H -1.110 -0.270 -6.715
H -0.424 -2.645 -6.167
H 0.360 -3.120 -3.870
H -1.695 4.739 2.967
H -0.411 1.510 5.740
H 0.579 -0.654 6.544
H 1.888 -2.043 4.913
H 2.100 -1.232 2.580
C -5.947 0.523 -2.777
C -5.322 0.359 -1.538
C -3.973 0.087 -1.462
C -3.147 0.008 -2.622
C -3.816 0.114 -3.869
C -5.179 0.385 -3.926
N -1.829 -0.204 -2.357
N 0.119 1.079 -2.598
C 1.506 1.011 -2.567
C 2.204 0.344 -3.600
C 3.572 0.260 -3.524
C 4.254 0.844 -2.454
C 3.493 1.517 -1.527
N 2.158 1.606 -1.565
H -7.007 0.739 -2.840
H -5.901 0.443 -0.623
H -3.481 -0.032 -0.502
H -3.265 -0.051 -4.781
H -5.653 0.472 -4.899
H 1.668 -0.069 -4.442
H 4.118 -0.256 -4.305
H 5.329 0.774 -2.351
H 3.968 2.013 -0.685
C -3.938 -4.827 -1.312
C -2.606 -4.284 -0.805
C -2.793 -3.333 0.370
S -1.186 -2.728 0.943
O -1.474 -1.452 1.696
C -0.823 -4.004 2.197
C -1.219 -3.549 3.596
C -2.712 -3.636 3.902
H -3.796 -5.494 -2.166
H -4.590 -4.008 -1.630
H -4.460 -5.386 -0.529
H -2.091 -3.748 -1.606
H -1.954 -5.115 -0.513
H -3.344 -3.789 1.195
H -3.306 -2.421 0.054
H 0.255 -4.176 2.130
H -1.344 -4.915 1.884
H -0.898 -2.515 3.722
H -0.649 -4.149 4.310
H -3.269 -2.900 3.318
H -2.906 -3.429 4.958
H -3.111 -4.631 3.676
Cl 5.344 -7.497 2.108
C 6.242 -6.105 2.643
C 7.064 -6.251 3.746
C 7.807 -5.170 4.195
C 7.683 -3.951 3.553
C 6.824 -3.811 2.472
Cl 6.625 -2.218 1.821
C 6.100 -4.889 1.947
N 5.234 -4.822 0.861
C 5.461 -4.052 -0.281
C 6.763 -3.802 -0.719
C 7.005 -3.040 -1.850
C 5.940 -2.533 -2.580
C 4.645 -2.821 -2.166
C 4.371 -3.581 -1.033
C 2.924 -3.918 -0.731
C 2.369 -3.539 0.656
O 2.615 -4.327 1.615
O 1.653 -2.520 0.704
H 7.122 -7.214 4.235
H 8.466 -5.274 5.048
H 8.221 -3.080 3.903
H 4.240 -4.891 1.151
H 7.592 -4.202 -0.143
H 8.026 -2.846 -2.158
H 6.109 -1.923 -3.459
H 3.803 -2.435 -2.729
H 2.777 -4.997 -0.848
H 2.304 -3.405 -1.463

Total charge = -2
HOMO-LUMO gap (alpha / beta) = 5.350 / 5.100 eV
Molar mass = 1083.3 g mol⁻¹

---

Pick i): it beats the second-best structure by 0.0201 hartree.

---

i) The following is a quantum chemistry calculation of S2 in the gas phase, from the Open Molecules 2025 dataset.

Cartesian coordinates (Å):
S 0.000 0.000 1.294
S 0.000 0.000 -1.294

Total charge = 0
HOMO-LUMO gap = 5.502 eV
Molar mass = 64.1 g mol⁻¹

---

ii) The following is a quantum chemistry calculation of S2 in the gas phase, from the Open Molecules 2025 dataset.

Cartesian coordinates (Å):
S 0.228 -0.991 0.695
S -0.228 0.991 -0.695

Total charge = 0
HOMO-LUMO gap = 5.559 eV
Molar mass = 64.1 g mol⁻¹

---

iii) The following is a quantum chemistry calculation of a molecular structure, S2, from the Open Molecules 2025 dataset.

Cartesian coordinates (Å):
S 0.511 -1.226 -0.260
S -0.511 1.226 0.260

Total charge = 0
HOMO-LUMO gap = 5.445 eV
Molar mass = 64.1 g mol⁻¹

---

iv) The following is a quantum chemistry calculation of S2 in the gas phase, from the Open Molecules 2025 dataset.

Cartesian coordinates (Å):
S 0.000 0.000 0.938
S 0.000 0.000 -0.938

Total charge = 0
HOMO-LUMO gap = 5.763 eV
Molar mass = 64.1 g mol⁻¹

---

Pick iv): it beats the second-best structure by 0.0961 hartree.